Computed, not measured: 2 unconnected molecules or ions with the total composition C10H24N3, with the ωB97M-V functional and the def2-TZVPD basis.

Last column: Löwdin charge in e.
CARTESIAN COORDINATES (ANGSTROEM)
C: -1.6640 1.0576 1.7819  0.107
C: -1.5529 0.8221 0.4140  -0.100
C: 1.9438 -3.2337 2.5326  -0.051
C: 1.5384 3.8907 -0.2982  -0.094
C: -1.7532 -2.2788 -1.3749  -0.013
C: -1.9542 0.0273 -2.3282  -0.045
C: 2.0457 -1.9486 1.6181  -0.211
C: 0.2281 3.0546 -0.4806  -0.303
C: -1.0915 -0.8563 -1.4208  -0.329
C: -0.8156 -0.3350 -0.0527  -0.186
N: 0.9671 -1.8871 0.6652  -0.010
N: 0.1142 -0.8099 0.7759  0.086
N: 0.6249 1.7614 -1.0736  -0.018
H: -2.1262 1.9513 2.1829  0.080
H: -1.3772 0.2789 2.4820  0.066
H: -1.9188 1.4523 -0.3534  0.088
H: 1.4917 -3.2702 3.4665  0.045
H: 1.3908 -3.9397 1.8751  0.084
H: 2.9646 -3.5809 2.5126  0.067
H: 2.2396 3.2468 0.3589  0.100
H: 2.0236 4.0625 -1.2301  0.058
H: 1.2420 4.7619 0.2551  0.059
H: -1.8294 -2.7871 -2.3436  0.098
H: -2.7536 -2.2458 -1.0625  0.075
H: -1.0071 -2.8401 -0.8321  0.065
H: -2.8507 0.2462 -1.8471  0.072
H: -2.1009 -0.4566 -3.1958  0.054
H: -1.5149 0.9956 -2.5493  0.079
H: 2.0459 -1.1429 2.3286  0.112
H: 3.0003 -2.0784 1.2052  0.098
H: -0.4962 3.5403 -1.2204  0.132
H: -0.3380 2.8800 0.5510  0.111
H: -0.0628 -0.8715 -1.8735  0.151
H: 1.2134 -1.9795 -0.3460  0.160
H: 0.0184 -0.6804 1.7829  0.151
H: 0.5644 1.7530 -2.0878  0.083
H: 1.5502 1.4402 -0.8178  0.079

- lowest unoccupied orbital energy (alpha / beta) (eV) = -4.16 / -4.16
- total energy (Eh) = -559.3149
- E_HOMO (alpha / beta) (hartree) = -0.4545 / -0.4545
- net charge = +1
- HOMO-LUMO gap (alpha / beta) (eV) = 8.2 / 8.2
- ΔE to the lowest compared entry with this formula, charge and spin (kJ/mol) = 421.63
- strongest force on any atom (eV/A) = 4.476